# 1
ORCA calculation (wB97M-V/def2-TZVPD) on a cluster of 2 separate species, CH7NOS in total.

```
11
Properties=species:S:1:pos:R:3:forces:R:3
N -0.253206 1.157614 -0.002546 0.137 0.275 2.027
C -0.088676 0.260417 -1.071537 -0.291 -0.762 -2.345
O 1.265653 -0.081683 -1.365392 0.193 0.866 1.282
H 0.302098 1.987331 0.134095 0.239 -0.107 -0.847
H -1.186668 1.342268 0.320471 -0.184 -0.348 -0.157
H -0.519833 0.635689 -2.019710 0.432 0.066 0.056
H -0.607828 -0.695649 -0.931309 -0.297 0.301 0.739
H 1.741484 0.035836 -0.515521 -0.221 -0.288 -0.707
S -0.665991 -1.888411 2.137670 0.370 0.110 -0.263
H 0.257905 -2.136784 1.190664 -0.184 -0.257 0.078
H -0.244937 -0.616626 2.123116 -0.194 0.144 0.138
```
Positions in Å, forces in eV/Å.

Calculated values
HOMO-LUMO gap   10.14 eV
E_HOMO   -9.3 eV
M   81.1 u
Energy relative to the best compared isomer or geometry (same formula, charge and spin)   31.7 kJ/mol
SMILES string   NCO.S
2S+1   1

# 2
ORCA calculation (wB97M-V/def2-TZVPD) on a cluster of 14 separate species, C7H39NO13 in total.

```
60
Properties=species:S:1:pos:R:3:forces:R:3
C 0.775553 -1.489760 1.338008 -0.851 -1.354 0.549
C 0.867312 -0.020775 1.714225 0.039 1.182 -0.516
C -0.087647 0.901720 0.945535 -0.978 -1.948 -1.909
C 0.258378 1.101007 -0.519013 -0.509 -0.891 0.606
C 1.056631 0.362409 -1.295411 -0.627 0.311 -1.202
C 1.294842 0.798483 -2.685264 0.438 0.140 0.560
C 2.362312 0.503106 -3.420620 -0.176 -0.669 -0.774
N 0.593804 0.186475 3.107320 -0.807 1.366 0.511
H 0.733157 -2.179010 2.207032 0.148 0.658 -0.043
H 1.624170 -1.842055 0.771571 0.244 0.061 -0.333
H -0.125438 -1.791949 0.784636 0.091 0.447 -0.130
H 1.841544 0.287987 1.335654 0.628 0.330 0.661
H -0.322110 1.871359 1.372815 0.185 -0.601 0.342
H -1.003570 0.265229 0.863478 -0.099 0.825 0.428
H -0.331487 1.890347 -0.983865 0.404 0.238 -0.126
H 1.470932 -0.613309 -1.091284 0.336 0.216 0.785
H 0.561000 1.479276 -3.090813 -0.168 -0.001 -0.193
H 3.193371 -0.142426 -3.133073 -0.296 0.105 0.314
H 2.340097 0.744312 -4.479393 0.252 0.391 0.153
H 0.863108 1.085912 3.532714 -0.161 -0.499 -0.980
H 1.013954 -0.468413 3.692259 0.844 -1.537 0.913
H -3.717951 -0.590962 -0.908825 -0.005 0.093 -0.110
H -3.823014 -1.767543 -1.848116 0.668 1.904 -0.082
O -3.666652 -0.762386 -1.858755 -0.506 -1.574 0.107
H -1.132856 -0.523696 -2.562379 -0.597 0.266 -0.128
H -1.890601 -0.688499 -3.926616 0.519 0.181 0.716
O -1.016458 -0.507409 -3.523440 -0.393 -0.496 -0.374
H -3.174423 -3.121213 -0.122282 -0.571 0.103 0.063
H -2.000507 -3.445332 -1.014200 -1.445 0.288 -0.266
O -2.985802 -3.214642 -1.060198 1.581 -0.666 0.398
H -0.068102 -2.011110 -3.261535 0.662 -0.950 -0.255
H 1.383864 -2.304435 -3.249841 2.835 1.490 -0.387
O 0.598762 -2.764978 -3.191853 -3.406 -0.583 0.553
H 0.535583 4.304164 2.719913 -0.423 0.056 0.139
H 0.578232 3.668850 1.353382 -0.098 -0.280 0.136
O 0.070544 3.644669 2.187314 0.902 0.630 -0.070
H -3.305073 2.814699 1.367133 -0.021 -0.663 -0.620
H -3.534247 1.862289 0.054486 1.021 -1.184 -0.320
O -3.813906 2.592899 0.561058 -1.026 1.891 1.024
H 1.779664 2.731311 -0.710732 -0.774 0.212 -0.983
H 2.805295 2.352098 0.187748 -0.077 0.150 0.665
O 2.006487 2.914386 0.190297 1.348 0.114 0.464
H -1.645828 3.023139 2.776585 0.287 0.531 0.076
H -2.653979 2.254336 3.541819 -0.375 -0.564 0.475
O -2.478994 3.143881 3.254040 0.095 0.017 -0.550
H 3.858675 -3.116062 -0.215720 0.125 -1.275 0.412
H 2.854577 -2.876159 -1.436335 0.086 -0.625 0.327
O 3.483101 -2.500374 -0.816159 -0.220 1.787 -0.762
H 2.226257 2.697473 3.097888 1.875 -1.297 1.052
H 3.668056 1.898639 3.338513 -1.318 0.661 0.029
O 2.822151 2.194440 3.753036 -0.515 0.780 -1.184
H -0.082502 -4.007725 -1.688755 0.691 0.512 -0.571
H -1.261293 -4.955633 -1.705583 0.823 0.233 0.838
O -0.637813 -4.499474 -1.084951 -1.096 -0.828 -0.585
H 3.328916 -0.351489 0.287257 0.264 0.513 -0.350
H 4.245901 -0.247217 -0.893206 -0.160 0.413 0.240
O 3.800849 0.322313 -0.240412 0.188 -0.692 0.221
H -4.154469 -1.073031 2.105458 -0.464 0.407 0.103
H -3.107351 -2.053238 1.853315 2.124 -0.798 0.748
O -3.934282 -1.799696 1.525708 -1.546 0.473 -0.805
```
Positions in Å, forces in eV/Å.

Calculated values
HOMO-LUMO gap   8.83 eV
E_HOMO   -8.9 eV
M   345.4 u
Energy relative to the best compared isomer or geometry (same formula, charge and spin)   404.1 kJ/mol
2S+1   1

# 3
ORCA calculation (wB97M-V/def2-TZVPD) on a structure of composition C20H24CdNO4S4.

```
54
Properties=species:S:1:pos:R:3:forces:R:3
Cd 0.242524 0.280563 1.570960 0.061 -0.348 -0.164
C -0.491278 3.422894 -0.178347 0.240 1.481 0.241
C 0.143750 3.668459 1.180976 -1.378 0.179 -0.328
C 1.492132 3.473322 1.296840 1.090 -0.327 -0.734
C 2.134965 3.531129 2.531337 -0.315 0.319 -0.083
C 3.624562 3.425971 2.549272 0.393 0.469 -0.644
C 1.345508 3.775325 3.644478 0.190 -0.413 0.925
C -0.046229 3.942299 3.565970 0.071 1.021 0.385
C -0.843037 4.184453 4.848022 1.463 -0.282 0.250
C -0.637109 4.008721 2.310683 -0.372 -0.831 -0.423
H -1.457611 3.027294 -0.025232 -1.117 -0.831 0.169
H 0.106571 2.704794 -0.739017 -0.044 0.283 -0.262
H -0.707446 4.375971 -0.723309 0.677 -0.651 0.122
H 2.073457 3.280230 0.359420 -0.462 0.012 1.005
H 4.072533 4.430905 2.462864 -0.138 -0.246 -0.295
H 3.968987 2.801434 1.702747 -0.045 0.341 0.483
H 4.033924 3.059128 3.464939 0.080 -0.601 0.694
H 1.792174 3.789656 4.660863 -0.164 -0.025 -0.774
H -0.131585 4.460858 5.693372 -0.987 -0.167 -1.024
H -1.359695 3.267820 5.131027 -0.070 -0.057 0.007
H -1.587110 4.949913 4.683391 -0.170 0.291 0.129
H -1.737836 4.167631 2.200013 1.046 -0.214 0.144
S -3.274480 1.667070 3.793158 0.764 -0.723 -0.101
C -2.031629 0.765515 3.084277 -1.865 0.871 -0.607
S -2.212703 0.363640 1.345413 0.309 0.164 0.651
S -0.613824 0.272584 3.912981 0.609 0.014 0.056
C -4.627055 -3.577868 -2.059708 -0.173 -0.431 0.079
C -3.172999 -3.738984 -2.417376 1.274 -0.121 1.102
C -2.261096 -4.047716 -1.347183 -0.466 0.648 -2.006
C -0.904270 -4.072165 -1.593192 -0.253 0.386 0.025
C -0.436356 -3.831387 -2.886062 0.896 -0.680 0.297
C -1.306592 -3.662072 -3.927101 0.203 0.125 -2.407
C -2.654161 -3.567681 -3.723460 -2.172 -0.219 2.128
S 1.285025 -4.079488 -3.313692 -0.259 -1.130 1.905
O 1.447215 -3.756315 -4.677559 0.353 1.053 -1.527
O 1.643898 -5.397351 -2.896783 -0.250 -0.712 0.324
N 2.165963 -3.111384 -2.348289 0.365 0.269 -0.885
C 2.339382 -1.733112 -2.785970 -1.999 0.743 -0.767
C 2.893485 -0.832154 -1.694471 -0.798 -0.293 0.535
C 1.889732 -0.811221 -0.503930 -0.230 0.137 0.363
O 1.782821 0.323589 0.088368 0.393 -0.048 -0.214
O 1.213663 -1.808115 -0.170399 0.741 0.590 -0.292
H -4.946550 -2.530017 -2.081859 0.270 -0.045 0.371
H -4.810155 -4.035330 -1.048820 -0.086 0.573 -1.070
H -5.256187 -4.041840 -2.826351 -0.025 -0.281 0.244
H -2.573196 -4.216611 -0.337174 -0.492 0.018 0.287
H -0.286718 -4.218268 -0.721667 0.557 -0.093 -0.213
H -0.966803 -3.663965 -4.991236 0.102 0.259 1.185
H -3.429597 -3.392500 -4.469601 0.646 -0.014 -0.337
H 1.867817 -3.185598 -1.393725 -0.257 0.044 0.726
H 1.314961 -1.305876 -3.157732 1.662 -0.498 0.591
H 2.988346 -1.806207 -3.639111 0.309 0.429 -0.440
H 3.032775 0.200714 -2.038203 -0.138 -0.363 -0.013
H 3.867137 -1.198656 -1.364811 -0.041 -0.074 0.187
```
Positions in Å, forces in eV/Å.

Calculated values
HOMO-LUMO gap   7.07 eV
E_HOMO   -4.5 eV
M   583.1 u
Total charge   -1
Energy relative to the best compared isomer or geometry (same formula, charge and spin)   46.8 kJ/mol
2S+1   1

energy relative to the best compared isomer or geometry (same formula, charge and spin) of number 3 (C20H24CdNO4S4)? 46.8 kJ/mol

The lowest HOMO-LUMO gap belongs to which entry? C20H24CdNO4S4

Which of these has the lowest M? CH7NOS